No. 1
# C10H19F3NO6

A cluster of 2 separate species, C10H19F3NO6 in total (ωB97M-V/def2-TZVPD, OMol25).

```
39
Properties=species:S:1:pos:R:3:forces:R:3
O 1.523 -1.683 1.843 0.1307 -0.0664 2.5490
C 1.351 -1.631 0.694 0.2331 0.0973 -1.9294
O 0.873 -0.502 0.051 -0.2977 -1.0728 -0.3425
C -0.467 -0.164 0.490 0.2989 0.7905 -0.6704
C -1.338 -0.152 -0.788 0.1038 -0.3815 -0.3181
O -2.690 -0.470 -0.593 -0.0176 0.3003 0.0220
C -3.368 0.430 0.265 -0.2468 0.2257 0.8485
O -4.708 0.525 -0.071 0.1183 0.2255 0.1375
C -5.582 0.077 0.965 -0.7310 -1.1425 -0.0794
C -5.679 -1.455 0.866 0.7413 0.3222 0.2697
O -6.135 -1.847 -0.408 0.0177 -0.0808 0.0377
C -0.335 1.211 1.204 0.7585 -1.5038 0.2119
F -1.161 1.302 2.215 -1.2434 0.1904 0.7885
F 0.889 1.321 1.727 0.8539 0.1693 0.2109
F -0.496 2.240 0.407 -0.3059 0.8846 -0.8510
H 1.612 -2.488 0.052 -0.1205 0.4453 -0.5009
H -0.817 -0.916 1.198 -0.0872 0.1972 0.0894
H -1.208 0.772 -1.367 -0.0827 0.1080 0.3451
H -0.935 -0.943 -1.424 -0.0843 -0.0349 0.1424
H -3.269 0.046 1.293 -0.0166 0.0859 -0.0773
H -2.937 1.442 0.253 0.1754 -0.1807 -0.4424
H -6.590 0.460 0.798 0.2567 0.3201 -0.3531
H -5.277 0.412 1.963 0.2193 -0.0285 -0.1456
H -6.333 -1.865 1.638 -0.1155 0.0738 -0.1812
H -4.672 -1.872 1.033 -0.1560 -0.0219 0.1436
H -5.399 -1.706 -1.018 -0.2489 0.0710 -0.0043
C 5.728 -0.949 -0.080 -0.2942 0.3494 0.3447
C 5.191 -0.122 -1.198 0.7668 -1.3688 -1.3795
O 5.249 -0.402 -2.349 -0.1267 0.2737 0.1545
N 4.499 1.163 -0.864 -0.4010 0.2011 1.1187
C 4.108 2.016 -2.025 -0.1277 0.2443 0.0291
H 6.096 -1.889 -0.481 -0.0145 0.0766 -0.1304
H 6.549 -0.425 0.415 -0.0683 -0.0092 0.1194
H 4.937 -1.158 0.645 0.1242 0.0595 0.1437
H 5.079 1.672 -0.190 -0.0135 0.1577 -0.1176
H 3.673 0.888 -0.314 -0.1477 0.1902 -0.1086
H 5.009 2.423 -2.473 -0.0233 -0.1072 -0.0820
H 3.483 2.819 -1.640 0.0451 0.0042 0.0109
H 3.545 1.418 -2.732 0.1275 -0.0646 -0.0034
```
Positions in Å, forces in eV/Å.

Its total charge is +1. The lowest unoccupied orbital energy is -3.714 eV. The HOMO energy comes out at -11.650 eV.

Mulliken atomic charge list, values in e, 4 entries: -0.393, -0.016, -0.250, -0.084


No. 2
# C10H19FO2

A cluster of 2 separate species, C10H19FO2 in total (ωB97M-V/def2-TZVPD, OMol25).

```
32
Properties=species:S:1:pos:R:3:forces:R:3
C 0.383 -0.012 2.891 -1.3501 1.2953 2.6649
C -0.320 0.510 1.902 0.3284 -0.8266 -3.0229
C -3.558 0.961 -1.226 -1.5512 -2.5777 1.0553
C 3.186 1.913 0.025 -0.2847 1.0557 0.2877
C 0.604 -3.637 -0.349 -0.6213 0.8092 1.0318
C -2.409 0.054 -0.689 -0.2321 1.6493 -1.6987
C -1.058 0.867 -0.869 -0.3855 -2.0104 -0.7192
C 1.706 1.809 -0.041 -2.0819 0.0180 0.9130
C 0.930 -2.169 -0.189 4.8667 -0.5909 0.6289
C 0.063 0.019 -0.326 0.0355 2.5828 2.8535
O 1.330 0.495 -0.494 -0.0163 -1.7753 0.1359
O -0.135 -1.284 -0.433 0.6230 -0.6276 -0.4332
F -1.364 1.394 1.999 0.6807 -0.2952 0.7404
H 0.257 0.210 4.024 -0.0669 -0.2081 -2.0091
H 1.106 -0.750 2.684 0.7949 -0.5364 -0.4494
H -4.573 0.575 -0.935 0.8824 -0.2122 -0.3659
H -3.665 1.936 -0.917 0.6622 2.4408 1.3150
H -3.570 1.039 -2.280 0.2396 -0.2794 -1.3287
H 3.353 1.186 -0.704 1.5715 -0.8365 -1.6041
H 3.532 2.930 -0.251 -0.1866 -0.7705 0.0075
H 3.681 1.599 0.902 0.2768 -0.3488 1.2676
H 1.498 -4.272 -0.228 -0.4400 0.4555 0.3249
H -0.211 -3.859 0.359 0.3707 -0.4996 -0.3375
H 0.286 -3.743 -1.340 -0.8515 -0.6668 -1.5253
H -2.411 -0.750 -1.481 0.3028 0.2498 1.5065
H -2.582 -0.298 0.361 0.3479 0.2456 -1.1226
H -0.856 1.074 -1.968 -0.2886 -0.3703 1.0673
H -1.018 1.808 -0.359 -0.3581 0.4622 0.3186
H 1.465 2.452 -0.831 -0.8830 1.1840 -1.2074
H 1.024 2.043 0.804 0.8964 -0.0568 -0.0552
H 1.861 -1.989 -0.867 -1.8639 0.2508 0.6413
H 1.463 -2.111 0.825 -1.4178 0.7901 -0.8807
```
Positions in Å, forces in eV/Å.

The calculation puts the energy above the lowest of the compared OMol25 structures with the same formula, charge and spin at 41.6 kcal per mole. The lowest unoccupied orbital energy is 0.875 eV. The HOMO energy comes out at -7.993 eV.

Mulliken atomic charge list, values in e, 4 entries: -0.842, 0.393, -1.482, -1.347